Entry 1:
C34H29Cl11N3OReSSi2 | ωB97M-V with the def2-TZVPD basis set

**E_LUMO (alpha / beta)**: -3.22 / -4.39 eV
**Molecular weight**: 1160.05 g/mol
**ΔE to the lowest compared entry with this formula, charge and spin**: 0.0 kcal per mole

ORCA input file:
```
! RIJCOSX wB97M-V def2-TZVPD def2/J DEFGRID3
* xyz 1 4
Re -1.889 1.977 -0.488
C 1.146 0.581 -1.998
Si 0.578 1.972 -0.809
C 1.461 3.502 -1.507
C 1.222 1.565 0.958
C 2.587 1.315 1.106
C 3.135 1.041 2.353
C 2.317 1.010 3.472
C 0.957 1.249 3.340
C 0.393 1.533 2.093
Si -1.495 1.782 1.993
C -2.380 3.074 3.056
C -2.348 0.196 2.617
H 2.214 0.691 -2.208
H 0.619 0.637 -2.954
H 0.985 -0.415 -1.585
H 2.534 3.425 -1.315
H 1.111 4.439 -1.077
H 1.316 3.548 -2.589
H 3.237 1.335 0.237
H 4.198 0.856 2.449
H 2.736 0.791 4.446
H 0.327 1.221 4.224
H -2.206 2.833 4.108
H -3.456 2.995 2.877
H -2.086 4.105 2.898
H -2.324 0.200 3.709
H -1.879 -0.725 2.277
H -3.398 0.175 2.312
Cl -3.055 3.168 -2.837
C -2.570 4.479 -1.799
C -1.841 4.094 -0.672
C -1.251 5.145 0.035
Cl -0.015 4.798 1.186
C -1.530 6.482 -0.255
Cl -0.833 7.735 0.682
C -2.360 6.805 -1.332
Cl -2.707 8.437 -1.700
C -2.854 5.786 -2.147
Cl -3.781 6.142 -3.547
Cl 2.075 -8.384 -4.223
C 1.799 -6.969 -3.278
C 2.007 -6.997 -1.907
C 1.801 -5.847 -1.168
C 1.380 -4.663 -1.765
C 1.173 -3.433 -0.907
C -0.226 -3.410 -0.208
N -1.070 -2.298 -0.619
C -1.987 -2.270 -1.640
C -2.449 -0.992 -1.703
N -1.809 -0.241 -0.743
C -0.989 -1.063 -0.110
O 2.152 -3.403 0.100
C 2.576 -2.085 0.423
C 3.506 -2.137 1.587
C 3.089 -2.376 2.862
Cl 1.478 -2.688 3.349
S 4.379 -2.341 4.000
C 5.506 -2.002 2.752
C 4.912 -1.927 1.534
C 1.179 -4.666 -3.144
Cl 0.705 -3.221 -3.987
C 1.384 -5.806 -3.904
H 2.335 -7.909 -1.429
H 1.983 -5.848 -0.101
H 1.255 -2.543 -1.536
H -0.034 -3.306 0.860
H -0.760 -4.344 -0.371
H -2.234 -3.138 -2.223
H -3.178 -0.569 -2.374
H -0.329 -0.789 0.700
H 1.709 -1.467 0.695
H 3.074 -1.624 -0.438
H 6.549 -1.882 2.997
H 5.448 -1.731 0.616
H 1.233 -5.786 -4.974
Cl -7.051 0.802 1.188
C -6.466 1.682 -0.237
Cl -6.942 0.840 -1.724
Cl -7.082 3.345 -0.238
C -5.021 1.732 -0.185
N -3.875 1.780 -0.134
*
```

Entry 2:
C34H29N5Pd | ωB97M-V with the def2-TZVPD basis set

**E_LUMO**: 4.64 eV
**Molecular weight**: 614.06 g/mol
**ΔE to the lowest compared entry with this formula, charge and spin**: 0.0 kcal per mole

ORCA input file:
```
! RIJCOSX wB97M-V def2-TZVPD def2/J DEFGRID3
* xyz -2 1
Pd -0.481 -0.185 0.144
C -4.209 5.260 -2.697
C -3.193 4.423 -1.965
C -1.827 4.699 -2.012
C -0.913 3.931 -1.326
C -1.263 2.802 -0.530
N -0.316 2.010 0.029
C 0.810 2.618 0.500
C 0.738 3.861 1.185
C 1.825 4.503 1.735
C 3.104 3.957 1.647
C 4.313 4.647 2.223
C 3.210 2.739 0.996
C 2.119 2.065 0.452
N 2.391 0.798 -0.125
C 3.316 -0.098 0.314
C 3.264 -1.174 -0.533
C 2.252 -0.848 -1.454
N 1.718 0.338 -1.196
C -2.661 2.549 -0.492
C -3.570 3.340 -1.184
N -3.216 1.469 0.249
C -4.174 0.616 -0.184
C -4.496 -0.198 0.871
C -3.652 0.236 1.911
N -2.881 1.238 1.528
H -3.717 6.064 -3.249
H -4.928 5.724 -2.013
H -4.784 4.672 -3.418
H -1.465 5.527 -2.618
H 0.140 4.157 -1.428
H -0.245 4.300 1.296
H 1.674 5.446 2.254
H 4.038 5.616 2.644
H 5.081 4.825 1.464
H 4.778 4.062 3.022
H 4.190 2.290 0.870
H 3.868 0.070 1.222
H 3.818 -2.094 -0.456
H 1.826 -1.461 -2.232
H -4.623 3.101 -1.073
H -4.491 0.619 -1.213
H -5.172 -1.036 0.865
H -3.520 -0.189 2.893
C 1.299 -6.309 -2.718
C 0.193 -5.730 -3.334
C -0.434 -4.634 -2.770
C -0.010 -4.052 -1.552
C 1.135 -4.639 -0.970
C 1.760 -5.738 -1.535
C -0.700 -2.862 -1.073
C -0.640 -2.170 0.123
C -0.113 -2.949 1.285
C 0.822 -2.338 2.132
C 1.406 -2.996 3.197
C 0.982 -4.288 3.519
C -0.010 -4.885 2.747
C -0.547 -4.232 1.644
H 1.798 -7.166 -3.155
H -0.182 -6.137 -4.268
H -1.288 -4.190 -3.271
H 1.549 -4.209 -0.068
H 2.637 -6.150 -1.045
H -1.281 -2.396 -1.869
H 1.047 -1.311 1.856
H 2.153 -2.495 3.804
H 1.396 -4.809 4.376
H -0.359 -5.882 3.000
H -1.291 -4.725 1.028
*
```

Entry 3:
C34H30Br2N5O6S2Tb | ωB97M-V with the def2-TZVPD basis set

**E_LUMO (alpha / beta)**: -0.13 / -0.14 eV
**Molecular weight**: 987.51 g/mol
**ΔE to the lowest compared entry with this formula, charge and spin**: 0.0 kcal per mole

ORCA input file:
```
! RIJCOSX wB97M-V def2-TZVPD def2/J DEFGRID3
* xyz 0 7
Tb -0.276 -0.171 -0.331
O -2.506 -0.948 -0.512
S -2.351 -1.447 -1.891
O -3.475 -1.233 -2.741
O -1.053 -0.884 -2.364
C -1.989 -3.202 -1.938
C -2.919 -3.965 -2.621
C -2.655 -5.298 -2.926
C -1.447 -5.856 -2.578
C -0.505 -5.108 -1.877
C -0.759 -3.791 -1.540
S 0.436 -3.046 -0.434
O 1.242 -4.110 0.073
O -0.455 -2.389 0.555
O 1.158 -1.943 -1.096
H -3.839 -3.500 -2.945
H -3.395 -5.882 -3.458
H -1.230 -6.887 -2.832
H 0.421 -5.560 -1.551
Br -0.455 6.474 3.053
C -0.534 4.794 2.208
C 0.000 3.681 2.824
C -0.103 2.480 2.147
N -0.668 2.350 0.947
C -1.170 3.432 0.362
C -1.130 4.684 0.970
C -1.769 3.258 -1.009
C -2.312 4.352 -1.670
C -2.799 4.173 -2.949
Br -3.542 5.635 -3.876
C -2.728 2.932 -3.538
C -2.177 1.903 -2.793
N -1.719 2.039 -1.548
H 0.478 3.735 3.792
H 0.287 1.574 2.593
H -1.541 5.562 0.499
H -2.355 5.329 -1.218
H -3.085 2.750 -4.541
H -2.097 0.923 -3.239
C 4.541 2.094 -2.368
C 3.193 1.962 -3.091
C 3.280 0.837 -4.131
C 2.867 3.284 -3.798
C 2.141 1.643 -2.107
C 1.275 1.366 -1.287
H 5.332 2.332 -3.086
H 4.801 1.163 -1.860
H 4.500 2.890 -1.622
H 4.067 1.061 -4.856
H 2.334 0.731 -4.664
H 3.503 -0.118 -3.654
H 3.642 3.519 -4.535
H 2.813 4.105 -3.080
H 1.907 3.221 -4.313
N 5.256 -0.614 3.624
C 4.085 -0.485 2.915
C 3.095 -1.468 2.976
C 1.933 -1.284 2.262
N 1.678 -0.211 1.504
C 2.634 0.728 1.448
C 3.827 0.641 2.133
H 5.510 -1.529 3.951
H 6.031 -0.031 3.361
H 3.232 -2.372 3.557
H 1.162 -2.043 2.289
H 2.433 1.566 0.792
H 4.559 1.434 2.036
N -1.346 -0.212 2.011
C -1.912 -0.813 2.805
C -2.624 -1.715 3.685
C -2.434 -3.078 3.486
C -3.104 -3.972 4.304
C -3.950 -3.500 5.301
C -4.138 -2.136 5.484
C -3.474 -1.231 4.673
H -1.781 -3.417 2.690
H -2.969 -5.035 4.159
H -4.469 -4.204 5.939
H -4.804 -1.778 6.258
H -3.610 -0.164 4.796
*
```

Entry 4:
C34H30BrI2N8O2SiV | ωB97M-V with the def2-TZVPD basis set

**E_LUMO (alpha / beta)**: 1.96 / 1.65 eV
**Molecular weight**: 995.41 g/mol
**ΔE to the lowest compared entry with this formula, charge and spin**: 0.0 kcal per mole

ORCA input file:
```
! RIJCOSX wB97M-V def2-TZVPD def2/J DEFGRID3
* xyz -1 4
V -0.096 0.164 0.303
C -3.742 1.331 0.425
C -3.268 0.303 1.399
C -4.145 -0.295 2.289
C -3.656 -1.253 3.178
C -2.338 -1.636 3.142
C -1.490 -1.023 2.188
N -1.969 -0.027 1.402
N -0.218 -1.302 1.875
Si 0.712 -2.453 2.783
C 0.074 -4.197 2.434
C 2.539 -2.442 2.369
C 0.581 -2.085 4.636
H -3.472 2.331 0.760
H -4.824 1.285 0.311
H -3.267 1.209 -0.547
H -5.187 -0.009 2.284
H -4.327 -1.716 3.893
H -1.958 -2.399 3.804
H 0.251 -4.458 1.388
H -0.998 -4.282 2.621
H 0.583 -4.940 3.053
H 2.761 -2.761 1.351
H 3.029 -3.139 3.056
H 2.981 -1.457 2.525
H -0.122 -2.736 5.160
H 0.267 -1.051 4.800
H 1.556 -2.208 5.114
Br 0.630 3.346 7.101
C 0.906 2.625 5.363
C 2.139 2.096 5.032
C 2.336 1.559 3.769
C 1.304 1.556 2.818
C 0.061 2.093 3.188
C -0.137 2.623 4.447
N 1.444 0.983 1.565
C 2.663 0.750 1.060
C 2.808 -0.214 0.048
C 4.041 -0.482 -0.594
C 4.122 -1.507 -1.494
C 2.973 -2.267 -1.783
C 1.792 -1.915 -1.166
N 1.693 -0.929 -0.277
H 2.939 2.083 5.759
H 3.288 1.100 3.538
H -0.743 2.097 2.463
H -1.099 3.037 4.716
H 3.547 1.278 1.408
H 4.903 0.127 -0.354
H 5.062 -1.728 -1.985
H 2.994 -3.087 -2.486
H 0.871 -2.443 -1.385
I 1.252 2.922 -3.974
C -0.083 1.348 -3.768
C -0.898 0.969 -4.843
C -1.809 -0.051 -4.741
I -2.960 -0.548 -6.408
C -1.960 -0.741 -3.512
C -2.846 -1.812 -3.268
C -2.894 -2.397 -2.031
C -2.074 -1.902 -1.007
N -1.239 -0.906 -1.203
C -1.151 -0.335 -2.431
C -0.164 0.709 -2.535
O 0.560 0.976 -1.514
H -0.795 1.507 -5.777
H -3.484 -2.163 -4.069
H -3.563 -3.220 -1.824
H -2.108 -2.318 -0.007
N 0.858 3.552 0.108
C -0.420 3.237 -0.226
O -0.924 2.132 0.137
C -1.170 4.191 -0.962
C -0.561 5.407 -1.332
N 0.004 6.376 -1.618
C -2.467 3.904 -1.430
N -3.526 3.678 -1.834
H 1.446 2.775 0.364
H 1.294 4.316 -0.381
*
```

Entry 5:
C34H30ClF6N6O2PS2Sc | ωB97M-V with the def2-TZVPD basis set

**E_LUMO**: -3.16 eV
**Molecular weight**: 844.16 g/mol
**ΔE to the lowest compared entry with this formula, charge and spin**: 16.4 kcal per mole

ORCA input file:
```
! RIJCOSX wB97M-V def2-TZVPD def2/J DEFGRID3
* xyz 1 1
Sc 8.660 9.675 8.277
Cl 14.960 6.526 5.718
C 13.495 7.137 6.474
C 13.008 6.459 7.609
C 11.931 6.949 8.342
C 11.261 8.102 7.916
O 10.324 8.614 8.664
C 11.665 8.654 6.668
C 11.014 9.810 6.095
N 9.940 10.367 6.594
C 9.420 11.481 5.840
C 10.177 12.398 5.174
C 9.551 13.561 4.685
C 8.199 13.719 4.755
C 7.411 12.743 5.373
C 6.004 12.792 5.459
C 5.326 11.847 6.136
C 6.032 10.849 6.799
N 7.325 10.715 6.722
C 8.013 11.669 5.972
C 12.817 8.221 6.002
H 13.530 5.604 8.003
H 11.720 6.509 9.307
H 11.461 10.285 5.266
H 11.220 12.259 5.077
H 10.182 14.324 4.244
H 7.692 14.550 4.333
H 5.569 13.636 4.937
H 4.245 11.886 6.139
H 5.395 10.176 7.393
H 13.138 8.778 5.159
N 7.971 8.033 4.996
C 7.263 7.583 6.125
N 7.503 7.886 7.388
C 6.532 7.354 8.189
C 5.537 6.695 7.563
S 5.924 6.584 5.886
C 6.693 7.559 9.643
C 6.031 7.053 10.687
S 6.813 7.573 12.170
C 7.922 8.481 11.223
N 7.753 8.396 9.925
N 8.972 9.045 11.811
H 8.981 8.107 5.136
H 7.662 7.638 4.120
H 4.621 6.316 7.947
H 5.153 6.471 10.780
H 8.937 9.240 12.772
H 9.601 9.551 11.191
C 8.728 12.614 11.481
C 7.978 12.173 10.184
O 8.553 11.145 9.546
C 6.491 11.875 10.506
F 5.743 11.453 9.456
F 6.443 10.923 11.447
F 5.829 12.903 11.018
C 8.045 13.467 9.277
F 9.261 13.490 8.690
F 7.881 14.626 9.906
F 7.110 13.448 8.304
H 8.835 11.799 12.166
H 8.255 13.440 11.951
H 9.752 12.941 11.208
C 12.853 9.942 11.368
P 12.808 11.286 10.068
C 14.491 11.171 9.445
C 12.838 12.870 11.029
C 12.234 13.999 10.460
C 12.298 15.174 11.119
C 13.115 15.337 12.213
C 13.684 14.237 12.817
C 13.555 12.982 12.234
H 12.163 10.076 12.180
H 13.848 9.708 11.770
H 12.538 9.046 10.808
H 15.150 10.947 10.220
H 14.802 12.126 8.955
H 14.522 10.392 8.710
H 11.624 13.901 9.537
H 11.764 16.072 10.708
H 13.137 16.311 12.702
H 14.292 14.349 13.746
H 13.974 12.084 12.640
*
```